Density functional theory data (wB97M-V/def2-TZVPD) for a structure of composition C33H32N3O4P2SSn.

Last column: Mulliken charge in e.
Geometry (Å):
Sn -0.204 0.363 0.510  1.4218
C 3.537 -7.403 -3.632  -0.9480
S 2.095 -6.466 -3.126  0.4755
C 2.690 -4.766 -3.385  -0.6523
C 3.295 -4.159 -2.118  -0.5873
C 2.257 -3.637 -1.119  -0.8803
N 1.449 -2.496 -1.562  1.1401
P -0.218 -2.594 -1.223  0.3190
C -0.797 -4.188 -1.898  0.8538
C -0.894 -4.265 -3.289  -0.9802
C -1.368 -5.431 -3.861  -0.7337
C -1.782 -6.486 -3.063  -0.6014
C -1.684 -6.405 -1.684  -0.6280
C -1.201 -5.246 -1.094  -0.2754
C -1.140 -1.405 -2.245  0.6771
C -0.639 -0.564 -3.238  0.3529
C -1.506 0.251 -3.947  -0.7862
C -2.868 0.249 -3.668  -0.6072
C -3.380 -0.628 -2.719  -0.7637
C -2.521 -1.435 -1.994  -0.9632
P 2.093 -0.849 -1.518  0.0167
C 3.553 -1.049 -2.617  0.6357
C 3.324 -1.078 -3.993  -0.3650
C 4.374 -1.293 -4.871  -0.8502
C 5.665 -1.446 -4.389  -0.6740
C 5.904 -1.382 -3.026  -0.6947
C 4.857 -1.199 -2.138  -0.3893
C 2.836 -0.636 0.141  0.7375
C 3.737 0.427 0.242  -1.0500
C 4.236 0.816 1.471  -0.8589
C 3.809 0.177 2.625  -0.8273
C 2.870 -0.840 2.544  -0.7091
C 2.363 -1.238 1.311  0.0155
H 3.300 -8.457 -3.502  0.4063
H 4.399 -7.135 -3.023  0.3774
H 3.754 -7.197 -4.680  0.3785
H 1.834 -4.178 -3.718  0.1144
H 3.440 -4.801 -4.173  0.6662
H 3.984 -3.366 -2.409  -0.3085
H 3.882 -4.909 -1.582  0.6522
H 2.816 -3.356 -0.220  0.2345
H 1.573 -4.460 -0.876  0.7751
H -0.620 -3.416 -3.901  0.4619
H -1.428 -5.505 -4.936  0.4852
H -2.203 -7.366 -3.520  0.4807
H -2.008 -7.226 -1.067  0.4950
H -1.171 -5.160 -0.018  0.4847
H 0.413 -0.590 -3.489  0.1122
H -1.116 0.886 -4.727  0.5080
H -3.527 0.935 -4.180  0.4668
H -4.444 -0.680 -2.543  0.4972
H -2.922 -2.124 -1.258  0.4715
H 2.331 -0.936 -4.396  0.3448
H 4.195 -1.327 -5.936  0.5083
H 6.484 -1.618 -5.070  0.4603
H 6.911 -1.478 -2.651  0.4645
H 5.064 -1.186 -1.080  0.4801
H 4.064 0.938 -0.654  0.6283
H 4.977 1.598 1.522  0.4963
H 4.202 0.487 3.580  0.4747
H 2.562 -1.356 3.442  0.6050
H 1.667 -2.077 1.266  0.2876
O -2.888 4.694 3.956  -0.4927
C -2.382 3.837 4.772  0.5379
O -2.469 3.861 5.973  -0.5446
C -1.607 2.667 4.200  0.2660
C -1.098 1.646 4.998  -0.2968
N -0.517 0.767 4.185  -0.1581
N -0.608 1.138 2.900  -0.0177
C -1.269 2.303 2.884  -0.3159
C -1.538 2.974 1.559  0.8775
O -2.152 4.009 1.503  -0.6707
O -1.067 2.324 0.534  -0.6807
H -2.700 4.580 2.977  0.4406
H -1.141 1.536 6.066  0.5633
H -0.066 -0.101 4.445  0.1627

Output
Highest occupied orbital energy (alpha / beta) in eV: -15.63 / -15.63
Lowest unoccupied orbital energy (alpha / beta) in eV: -11.5 / -12.3
Energy relative to the best compared isomer or geometry (same formula, charge and spin) in kcal per mole: 73.9
Kohn-Sham gap (alpha / beta) in Eh: 0.1521 / 0.1239
Net charge: +3
Calculated total energy in Eh: -3036.13770

---

Density functional theory data (wB97M-V/def2-TZVPD) for a structure of composition C12H11NO5ReSe.

Last column: Mulliken charge in e.
Geometry (Å):
Re 0.306 -0.177 1.465  0.9436
O 0.643 3.551 -0.741  -0.4588
C 0.506 2.598 0.155  0.7112
O 0.770 1.433 -0.088  -0.4963
C -0.047 3.094 1.467  -0.5164
O -0.080 2.078 2.434  -0.4849
C 0.933 2.154 3.451  -0.3976
C 2.242 1.504 2.963  0.7325
O 3.317 2.001 3.184  -0.6076
O 2.042 0.378 2.331  -0.6976
H 0.969 3.166 -1.571  0.3746
H -1.069 3.435 1.281  0.3975
H 0.540 3.958 1.790  0.4242
H 0.546 1.576 4.291  0.3055
H 1.100 3.185 3.762  0.3402
C 0.945 -1.625 0.150  -1.5572
C 0.000 -1.922 -0.967  0.6431
C 0.042 -1.180 -2.150  -0.2131
C -0.847 -1.426 -3.179  -0.7929
C -1.803 -2.432 -3.038  0.5271
C -1.853 -3.186 -1.868  -0.7116
C -0.959 -2.929 -0.846  -0.4053
C -2.725 -2.683 -4.103  0.0292
N -3.461 -2.880 -4.964  -0.4966
H 1.894 -1.243 -0.253  0.5134
H 1.172 -2.529 0.723  0.5736
H 0.791 -0.405 -2.262  0.4106
H -0.807 -0.851 -4.094  0.4268
H -2.594 -3.967 -1.765  0.4427
H -1.014 -3.501 0.071  0.4371
Se -1.499 -1.173 2.368  -0.3972

Output
Highest occupied orbital energy (alpha / beta) in eV: -7.41 / -8.75
Lowest unoccupied orbital energy (alpha / beta) in eV: -0.4 / -0.9
Energy relative to the best compared isomer or geometry (same formula, charge and spin) in kcal per mole: 0.0
Spin multiplicity: 4
Kohn-Sham gap (alpha / beta) in Eh: 0.2562 / 0.2878
Net charge: 0
Calculated total energy in Eh: -3374.51106

---

Density functional theory data (wB97M-V/def2-TZVPD) for a structure of composition C5H15F5N2O4PPdTe.

Last column: Mulliken charge in e.
Geometry (Å):
Pd 0.636 -0.073 -0.350  0.9672
C 1.353 -3.276 -4.282  -0.8086
O 0.677 -2.085 -3.827  -0.3141
C 0.843 -1.643 -2.615  0.7859
O 0.240 -0.618 -2.263  -0.5432
N 1.662 -2.301 -1.760  -0.0327
N 1.784 -1.776 -0.456  -0.5872
H 1.040 -3.403 -5.311  0.2438
H 1.036 -4.139 -3.697  0.3758
H 2.433 -3.134 -4.246  0.3733
H 2.154 -3.149 -1.991  0.2440
H 2.750 -1.507 -0.267  0.3661
H 1.515 -2.473 0.236  0.3832
F 1.056 -1.878 4.306  -0.3580
Te 1.081 -0.686 2.911  2.1936
F 2.349 0.274 3.833  -0.3962
F 2.418 -1.777 2.160  -0.4528
F -0.167 -1.808 2.079  -0.4513
F -0.287 0.225 3.765  -0.4170
O 1.119 0.479 1.502  -0.8671
C -2.575 1.068 1.267  -1.0535
P -1.487 2.228 0.448  1.2359
C -0.659 3.207 1.691  -1.0166
C -2.497 3.329 -0.532  -1.1502
O -0.515 1.537 -0.513  -0.7101
H -3.299 1.606 1.880  0.3915
H -2.001 0.401 1.908  0.2272
H -3.105 0.483 0.515  0.3454
H -1.392 3.735 2.301  0.3814
H -0.011 3.931 1.198  0.3554
H -0.055 2.559 2.322  0.2126
H -3.199 3.866 0.106  0.3703
H -3.046 2.752 -1.275  0.3555
H -1.853 4.045 -1.043  0.3507

Output
Highest occupied orbital energy in eV: -13.81
Lowest unoccupied orbital energy in eV: -4.0
Energy relative to the best compared isomer or geometry (same formula, charge and spin) in kcal per mole: 0.0
Kohn-Sham gap in Eh: 0.3602
Net charge: +1
Calculated total energy in Eh: -1846.42506

---

Density functional theory data (wB97M-V/def2-TZVPD) for a cluster of 5 separate species, C30H28NO20P in total.

Last column: Mulliken charge in e.
Geometry (Å):
C 11.955 0.126 -0.888  -1.1614
C 11.559 -0.491 -2.231  -0.4396
C 10.508 -1.610 -2.124  -0.5751
N 9.248 -1.300 -2.819  -0.3999
C 8.284 -0.473 -2.140  0.6267
P 6.711 -1.430 -1.985  0.3156
O 5.516 -0.699 -1.510  -0.8320
C 8.067 0.885 -2.802  -0.5146
O 7.542 1.657 -1.712  -0.3452
C 7.971 1.103 -0.560  0.6584
O 7.790 1.512 0.532  -0.5139
O 8.689 -0.053 -0.839  -0.4599
H 12.708 -0.483 -0.386  0.3413
H 12.389 1.116 -1.024  0.3249
H 11.103 0.214 -0.216  0.2665
H 11.186 0.278 -2.908  0.2897
H 12.455 -0.907 -2.692  0.3908
H 10.341 -1.858 -1.072  0.2828
H 10.889 -2.508 -2.608  0.4304
H 8.820 -2.146 -3.172  0.3390
H 6.588 -1.949 -3.288  0.0674
H 7.128 -2.505 -1.183  0.0673
H 9.045 1.302 -3.049  0.3182
H 7.404 0.886 -3.660  0.3108
C 0.778 -2.019 -1.052  -1.0390
C 2.038 -1.895 -1.505  0.5408
C 2.372 -2.073 -2.975  0.9243
O 3.537 -1.976 -3.310  -0.5160
C 1.290 -2.374 -3.892  -1.0391
C 0.032 -2.478 -3.436  0.3191
C -0.293 -2.296 -1.970  1.1595
O -1.463 -2.391 -1.628  -0.6712
O -0.994 -2.749 -4.222  -0.5661
O 3.046 -1.627 -0.703  -0.4774
H 0.530 -1.903 -0.008  0.4769
H 1.535 -2.509 -4.936  0.4643
H -1.813 -2.757 -3.692  0.3041
H 3.870 -1.455 -1.211  0.3077
C -1.885 2.017 3.621  -1.0551
C -3.144 1.574 3.502  0.1597
C -3.563 0.585 2.434  1.2756
O -4.732 0.245 2.443  -0.6458
C -2.571 0.116 1.490  -1.1328
C -1.313 0.564 1.605  0.1548
C -0.889 1.535 2.687  1.1081
O 0.285 1.854 2.700  -0.6334
O -0.324 0.206 0.799  -0.4417
O -4.139 1.945 4.295  -0.5972
H -1.579 2.719 4.383  0.4560
H -2.882 -0.584 0.726  0.5878
H 0.474 0.673 1.123  0.3656
H -4.933 1.463 3.977  0.4250
C -6.456 -1.846 -1.434  -0.9300
C -5.203 -1.767 -1.912  0.1961
C -4.894 -1.943 -3.385  1.0289
O -3.731 -1.823 -3.732  -0.6466
C -5.978 -2.235 -4.295  -1.1582
C -7.226 -2.321 -3.813  0.3200
C -7.541 -2.119 -2.345  1.1386
O -8.716 -2.205 -2.031  -0.6319
O -8.291 -2.581 -4.549  -0.5797
O -4.162 -1.528 -1.139  -0.3584
H -6.683 -1.715 -0.385  0.5255
H -5.745 -2.372 -5.341  0.4505
H -9.051 -2.573 -3.931  0.3764
H -3.343 -1.526 -1.674  0.2712
C -8.241 4.770 6.998  -1.0687
C -9.498 4.320 6.886  0.3432
C -9.915 3.333 5.814  1.0804
O -11.083 2.988 5.822  -0.6273
C -8.925 2.874 4.865  -0.9861
C -7.668 3.325 4.978  0.2516
C -7.246 4.298 6.060  1.1284
O -6.074 4.626 6.065  -0.6194
O -6.679 2.973 4.171  -0.5836
O -10.490 4.680 7.684  -0.5719
H -7.936 5.472 7.761  0.4259
H -9.231 2.179 4.096  0.4432
H -5.881 3.446 4.491  0.3994
H -11.278 4.194 7.369  0.3797

Output
Highest occupied orbital energy in eV: -9.30
Lowest unoccupied orbital energy in eV: -1.4
Energy relative to the best compared isomer or geometry (same formula, charge and spin) in kcal per mole: 0.0
SMILES string: CCCN[C@]1([PH2]=O)COC(=O)O1.O=C1C=C(O)C(=O)C=C1O.O=C1C=C(O)C(=O)C=C1O.O=C1C=C(O)C(=O)C=C1O.O=C1C=C(O)C(=O)C=C1O
Kohn-Sham gap in Eh: 0.2901
Net charge: 0
Calculated total energy in Eh: -3060.90230

---

Density functional theory data (wB97M-V/def2-TZVPD) for a cluster of 2 separate species, C3H3ClF2 in total.

Last column: Mulliken charge in e.
Geometry (Å):
C 0.803 0.371 0.292  -0.3418
C 1.601 -0.710 0.059  -0.0726
C -1.677 0.398 -0.270  0.0843
F 2.948 -0.647 0.361  -0.2368
F -2.086 1.184 0.676  -0.1593
Cl -2.265 -1.181 -0.207  -0.0683
H 1.213 1.271 0.839  0.2616
H 1.319 -1.631 -0.443  0.2909
H -1.856 0.945 -1.306  0.2422

Output
Highest occupied orbital energy (alpha / beta) in eV: -9.76 / -9.31
Lowest unoccupied orbital energy (alpha / beta) in eV: -0.5 / -0.8
Energy relative to the best compared isomer or geometry (same formula, charge and spin) in kcal per mole: 106.8
Kohn-Sham gap (alpha / beta) in Eh: 0.3386 / 0.3130
Net charge: 0
Calculated total energy in Eh: -775.84893

---

Density functional theory data (wB97M-V/def2-TZVPD) for an isolated molecule of FHN6.

Last column: Mulliken charge in e.
Geometry (Å):
N 1.001 0.483 -1.432  -0.1778
N 0.715 1.329 -0.487  0.0015
N 0.139 -0.484 -1.423  -0.0057
N 0.251 1.095 0.646  0.0198
N -0.214 -1.030 -0.322  -0.0372
N 0.214 -0.091 1.109  0.1200
F -0.923 -0.210 2.076  -0.2235
H -1.183 -1.093 -0.168  0.3030

Output
Highest occupied orbital energy in eV: -10.72
Lowest unoccupied orbital energy in eV: -1.3
Energy relative to the best compared isomer or geometry (same formula, charge and spin) in kcal per mole: 50.0
SMILES string: FN1N=NN=NN1
Kohn-Sham gap in Eh: 0.3449
Net charge: 0
Calculated total energy in Eh: -428.70397